# C49H35BiN2O2P2S3

A molecular structure, C49H35BiN2O2P2S3 (wB97M-V/def2-TZVPD, OMol25).

Results
electronic energy	-4240.13308	hartree
multiplicity	1
frontier orbital gap	6.13	eV
F_max	0.9	eV/Å
HOMO energy	-7.11	eV
lowest unoccupied orbital energy	-1.0	eV

CARTESIAN COORDINATES (ANGSTROEM)
1 Bi -0.776 0.428 -2.334
2 C 5.533 0.102 -2.829
3 C 4.354 0.253 -3.545
4 C 3.157 0.434 -2.872
5 C 3.122 0.479 -1.479
6 C 4.312 0.324 -0.769
7 C 5.510 0.136 -1.442
8 P 1.520 0.744 -0.660
9 C 1.748 0.126 1.021
10 C 2.046 -1.223 1.201
11 C 2.211 -1.733 2.476
12 C 2.064 -0.904 3.583
13 C 1.766 0.438 3.409
14 C 1.609 0.953 2.130
15 C 1.320 2.537 -0.508
16 C 2.349 3.300 -0.012
17 C 2.175 4.667 0.264
18 C 0.948 5.235 0.076
19 C -0.138 4.488 -0.440
20 C -1.408 5.092 -0.613
21 C -2.441 4.386 -1.146
22 C -2.244 3.052 -1.571
23 C -1.039 2.431 -1.402
24 C 0.048 3.127 -0.792
25 H 6.470 -0.046 -3.350
26 H 4.366 0.225 -4.626
27 H 2.243 0.539 -3.448
28 H 4.298 0.339 0.314
29 H 6.427 0.016 -0.880
30 H 2.154 -1.884 0.348
31 H 2.440 -2.781 2.604
32 H 2.172 -1.304 4.583
33 H 1.642 1.081 4.272
34 H 1.367 1.998 2.006
35 H 3.307 2.837 0.194
36 H 3.001 5.250 0.648
37 H 0.783 6.279 0.319
38 H -1.537 6.124 -0.309
39 H -3.413 4.846 -1.269
40 H -3.071 2.518 -2.020
41 O -3.339 -0.789 -4.347
42 C -3.340 -0.819 -3.136
43 O -2.933 0.158 -2.353
44 C -3.824 -2.038 -2.390
45 C -5.131 -2.454 -2.596
46 C -5.626 -3.571 -1.938
47 C -4.802 -4.302 -1.098
48 C -3.481 -3.915 -0.919
49 C -2.987 -2.778 -1.548
50 P -1.229 -2.347 -1.420
51 C -0.513 -3.014 -2.955
52 C 0.783 -2.607 -3.280
53 C 1.384 -3.021 -4.455
54 C 0.683 -3.833 -5.338
55 C -0.611 -4.227 -5.034
56 C -1.208 -3.822 -3.848
57 C -0.529 -3.391 -0.107
58 C -1.034 -3.301 1.192
59 C -0.515 -4.093 2.201
60 C 0.524 -4.974 1.932
61 C 1.032 -5.068 0.648
62 C 0.502 -4.287 -0.373
63 H -5.758 -1.891 -3.274
64 H -6.654 -3.872 -2.089
65 H -5.176 -5.181 -0.591
66 H -2.832 -4.506 -0.287
67 H 1.344 -1.967 -2.602
68 H 2.393 -2.704 -4.683
69 H 1.141 -4.150 -6.265
70 H -1.165 -4.851 -5.722
71 H -2.222 -4.130 -3.629
72 H -1.834 -2.607 1.403
73 H -0.919 -4.010 3.202
74 H 0.932 -5.587 2.726
75 H 1.834 -5.760 0.424
76 H 0.891 -4.399 -1.376
77 S -1.097 0.788 6.177
78 C -1.333 0.945 4.534
79 S -1.656 -0.425 3.514
80 C -1.577 0.577 2.105
81 N -1.380 1.833 2.365
82 N -1.263 2.028 3.736
83 C -0.939 3.361 4.130
84 C -0.124 4.115 3.294
85 C 0.205 5.411 3.653
86 C -0.282 5.959 4.832
87 C -1.108 5.203 5.647
88 C -1.446 3.902 5.304
89 S -1.641 -0.095 0.530
90 H 0.227 3.693 2.364
91 H 0.847 5.993 3.004
92 H -0.024 6.973 5.108
93 H -1.503 5.626 6.562
94 H -2.085 3.310 5.937